Entry 1:
Computed, not measured: a gas-phase ion, C15H24N3O3S (charge +1) in a non-equilibrium geometry, with the ωB97M-V functional and the def2-TZVPD basis.

Charge: +1
Relative energy (zero: lowest compared OMol25 entry of this formula, charge and spin): 0.0000 eV
Frontier orbital gap: 9.604 eV
HOMO: -11.94 eV
SMILES string: CC(=O)NCc1ccc(S(=O)(=O)N2CCC[N@@H+](C)CC2)cc1
DFT total energy: -1373.9386 Eh

Geometry (Å):
C -7.070 -1.262 0.725
C -6.030 -0.578 -0.127
O -5.685 -0.957 -1.225
N -5.495 0.534 0.445
C -4.523 1.353 -0.249
C -3.107 0.926 0.047
C -2.688 -0.343 -0.351
C -1.405 -0.775 -0.076
C -0.541 0.078 0.590
S 1.093 -0.512 0.948
O 1.914 0.598 1.443
O 1.082 -1.701 1.728
N 1.714 -0.903 -0.574
C 2.668 -1.996 -0.614
C 3.844 -1.807 0.352
C 4.757 -0.622 0.054
N 4.028 0.666 -0.093
C 4.915 1.808 0.177
C 3.380 0.777 -1.421
C 1.936 0.237 -1.423
C -0.931 1.340 0.993
C -2.224 1.761 0.721
H -7.904 -0.588 0.905
H -7.432 -2.145 0.207
H -6.643 -1.554 1.682
H -5.752 0.789 1.384
H -4.677 2.400 0.018
H -4.715 1.216 -1.320
H -3.381 -0.981 -0.880
H -1.064 -1.755 -0.365
H 2.128 -2.895 -0.312
H 3.004 -2.121 -1.645
H 4.455 -2.710 0.332
H 3.432 -1.712 1.358
H 5.461 -0.521 0.882
H 5.332 -0.795 -0.860
H 3.238 0.685 0.637
H 5.731 1.833 -0.544
H 5.328 1.728 1.181
H 4.352 2.738 0.116
H 3.352 1.825 -1.722
H 3.986 0.235 -2.151
H 1.665 -0.020 -2.452
H 1.246 1.010 -1.077
H -0.231 1.971 1.519
H -2.541 2.743 1.036


Entry 2:
Computed, not measured: C15H24N4O3S in the gas phase in a non-equilibrium geometry, with the ωB97M-V functional and the def2-TZVPD basis.

Charge: 0
Relative energy (zero: lowest compared OMol25 entry of this formula, charge and spin): 0.6892 eV
Frontier orbital gap: 8.607 eV
HOMO: -8.12 eV
SMILES string: CCCCCn1c(SCCOCC)nc2c1c(=O)[nH]c(=O)n2C
DFT total energy: -1428.9782 Eh

Geometry (Å):
C -2.452 -3.412 0.734
C -1.747 -2.762 1.918
C -1.347 -1.319 1.621
C -0.656 -0.669 2.816
C -0.340 0.809 2.582
N 0.529 1.000 1.451
C 0.206 1.454 0.222
S -1.401 1.943 -0.201
C -1.080 2.622 -1.864
C -0.882 1.562 -2.949
O -2.067 1.136 -3.571
C -2.950 0.349 -2.792
C -2.382 -1.006 -2.378
N 1.235 1.498 -0.613
C 2.279 1.043 0.112
C 1.880 0.715 1.401
C 2.798 0.213 2.375
O 2.590 -0.109 3.526
N 4.075 0.121 1.815
C 4.520 0.432 0.543
O 5.679 0.290 0.227
N 3.561 0.908 -0.325
C 3.913 1.270 -1.679
H -1.804 -3.424 -0.139
H -2.729 -4.436 0.969
H -3.356 -2.861 0.482
H -2.408 -2.779 2.787
H -0.854 -3.338 2.171
H -2.237 -0.742 1.358
H -0.676 -1.307 0.758
H -1.301 -0.736 3.694
H 0.273 -1.194 3.045
H 0.162 1.213 3.465
H -1.258 1.372 2.389
H -0.185 3.232 -1.770
H -1.942 3.246 -2.096
H -0.305 0.723 -2.544
H -0.301 2.014 -3.758
H -3.280 0.902 -1.902
H -3.813 0.204 -3.447
H -1.613 -0.895 -1.618
H -3.180 -1.618 -1.968
H -1.957 -1.511 -3.242
H 4.799 -0.226 2.434
H 4.976 1.075 -1.807
H 3.331 0.675 -2.383
H 3.699 2.325 -1.847


Entry 3:
Computed, not measured: a molecular structure, C15H24N6O6Zn in a non-equilibrium geometry, with the ωB97M-V functional and the def2-TZVPD basis.

Charge: 0
Relative energy (zero: lowest compared OMol25 entry of this formula, charge and spin): 0.0074 eV
Frontier orbital gap (spin up / spin down): 7.182 / 6.349 eV
HOMO (spin up / spin down): -7.84 / -8.07 eV
DFT total energy: -3144.9221 Eh

Geometry (Å):
O 2.583 3.416 -1.219
H 3.234 4.136 -1.256
Zn 1.347 0.673 0.135
N 0.665 0.917 -1.819
N -0.554 1.740 0.248
N 1.723 -1.285 -0.287
N 0.524 -0.470 1.712
O 1.181 0.299 -2.829
O 2.114 -1.707 -1.510
O -0.510 -0.143 2.496
O -1.353 1.879 1.248
C -0.838 2.427 -0.877
C -0.148 1.966 -2.038
C 1.766 -2.155 0.713
C 1.012 -1.701 1.869
C -0.238 2.580 -3.384
H 0.669 3.170 -3.581
H -1.103 3.246 -3.447
H -0.322 1.795 -4.144
C -1.839 3.519 -0.826
H -1.568 4.233 -0.036
H -2.835 3.120 -0.592
H -1.885 4.052 -1.779
C 2.375 -3.509 0.624
C 0.642 -2.609 2.990
H 3.057 -3.551 -0.231
H 1.602 -4.283 0.505
H 2.930 -3.731 1.544
H -0.043 -2.095 3.671
H 1.540 -2.920 3.542
H 0.155 -3.517 2.609
H 1.751 -0.934 -2.123
H -0.865 0.743 2.052
C 2.361 2.319 0.839
H 2.401 3.186 -0.109
H 3.408 2.093 1.045
H 1.842 2.721 1.713
O 3.125 0.915 -0.943
H 3.118 1.888 -1.222
H 3.216 0.379 -1.746
N -5.402 -3.916 2.057
C -4.595 -3.240 1.543
C -3.604 -2.398 0.913
C -3.857 -1.046 0.675
C -2.847 -0.265 0.093
N -1.643 -0.747 -0.189
C -1.450 -2.055 -0.098
C -2.373 -2.923 0.504
H -4.804 -0.576 0.938
H -3.036 0.783 -0.130
H -0.513 -2.446 -0.499
H -2.119 -3.975 0.633


Entry 4:
Computed, not measured: a molecular structure, C15H24NO2Tc in a non-equilibrium geometry, with the ωB97M-V functional and the def2-TZVPD basis.

Charge: +3
Multiplicity: 2
Frontier orbital gap (spin up / spin down): 7.761 / 7.842 eV
HOMO (spin up / spin down): -20.94 / -20.48 eV
DFT total energy: -870.9281 Eh

Geometry (Å):
Tc -0.745 -0.021 -0.262
C -2.235 -0.961 1.060
C -2.743 -0.866 -0.288
C -2.878 0.536 -0.608
C -2.504 1.295 0.552
C -2.091 0.382 1.571
C -1.606 0.735 2.931
C -2.516 2.773 0.674
C -3.364 1.098 -1.895
C -3.090 -2.008 -1.177
C -1.965 -2.211 1.819
H -2.468 0.731 3.607
H -1.168 1.729 2.972
H -0.896 0.007 3.318
H -3.495 3.065 1.075
H -2.403 3.275 -0.285
H -1.765 3.139 1.371
H -4.453 1.207 -1.813
H -3.174 0.440 -2.742
H -2.957 2.086 -2.101
H -4.121 -2.301 -0.946
H -2.465 -2.882 -0.999
H -3.058 -1.744 -2.232
H -2.865 -2.458 2.393
H -1.151 -2.093 2.532
H -1.759 -3.058 1.167
O 1.393 -0.254 0.652
C 1.721 -0.497 -0.517
O 0.733 -0.470 -1.387
C 3.104 -0.798 -1.019
N 4.039 -0.945 0.166
C 5.248 -0.041 -0.081
C 4.664 1.078 -0.920
C 3.701 0.357 -1.868
H 3.072 -1.738 -1.570
H 4.324 -1.916 0.311
H 3.554 -0.648 1.019
H 5.982 -0.632 -0.625
H 5.658 0.256 0.881
H 5.443 1.607 -1.464
H 4.146 1.806 -0.292
H 4.231 -0.070 -2.717
H 2.923 1.008 -2.262


Entry 5:
Computed, not measured: a molecular structure, C15H25BrIO3P2Ti in a non-equilibrium geometry, with the ωB97M-V functional and the def2-TZVPD basis.

Charge: +2
Relative energy (zero: lowest compared OMol25 entry of this formula, charge and spin): 0.2693 eV
Multiplicity: 2
Frontier orbital gap (spin up / spin down): 7.273 / 3.808 eV
HOMO (spin up / spin down): -14.70 / -14.70 eV
DFT total energy: -5215.6018 Eh

Geometry (Å):
C -0.418 1.728 -2.385
I -1.057 -2.175 -0.414
H -1.050 1.252 -3.153
H 0.554 2.006 -2.813
H -0.913 2.610 -1.953
Ti -0.122 0.376 -0.750
P 1.403 -0.687 -2.510
C 3.083 -0.333 -1.901
C 1.449 -2.513 -2.699
H 2.101 -2.810 -3.532
H 2.286 -0.844 -4.752
H 0.426 -2.852 -2.890
H 0.562 -0.369 -4.760
H 3.158 -0.645 -0.852
H 1.783 -2.961 -1.760
C 1.531 -0.208 -4.273
H 3.798 -0.891 -2.519
H 1.803 0.847 -4.379
H 3.293 0.740 -1.949
P -2.489 1.325 -0.182
C -2.400 2.452 1.247
C -3.607 2.286 -1.279
H -3.529 -0.838 -0.362
H -4.556 0.253 0.620
H -3.065 -0.486 1.302
C -3.529 -0.059 0.408
H -3.781 1.732 -2.209
H -4.575 2.475 -0.791
H -3.405 2.842 1.444
H -1.687 3.262 1.042
H -3.141 3.248 -1.530
H -2.041 1.910 2.126
C 1.473 2.010 -0.552
O 2.277 2.749 -0.175
Br 3.402 -0.394 1.911
C 2.085 -1.112 3.068
C 2.347 -2.243 3.847
C 1.343 -2.780 4.681
C 0.053 -2.233 4.644
C -0.224 -1.124 3.846
C 0.808 -0.525 3.121
C 0.579 0.650 2.256
O 0.511 1.806 2.646
O 0.515 0.279 0.993
H 3.329 -2.693 3.779
H 1.586 -3.653 5.288
H -0.713 -2.686 5.268
H -1.237 -0.725 3.789


Entry 6:
Computed, not measured: a molecular structure, C15H25Cl2N2O7P2Ru, with the ωB97M-V functional and the def2-TZVPD basis.

Charge: +1
Relative energy (zero: lowest compared OMol25 entry of this formula, charge and spin): 0.0000 eV
Multiplicity: 5
Frontier orbital gap (spin up / spin down): 7.876 / 7.431 eV
HOMO (spin up / spin down): -11.33 / -12.27 eV
DFT total energy: -2920.6990 Eh

Geometry (Å):
Ru 0.204 -0.127 -0.169
N -4.123 0.994 -0.957
C -3.497 0.202 0.186
C -4.589 -0.371 1.079
P -2.441 1.491 1.047
O -2.848 1.384 2.577
O -2.816 2.778 0.412
O -0.997 1.019 0.997
P -2.423 -1.042 -0.634
O -3.437 -2.146 -1.157
O -1.422 -1.602 0.351
O -1.815 -0.250 -1.757
H -3.994 1.999 -0.723
H -5.107 0.756 -1.078
H -3.598 0.810 -1.824
H -5.217 0.414 1.503
H -4.133 -0.900 1.913
H -5.214 -1.072 0.524
H -3.328 2.160 2.896
H -3.285 -3.036 -0.814
Cl 1.097 -0.764 2.405
C 2.840 -0.846 2.815
Cl 3.916 -0.923 1.436
H 2.951 -1.749 3.404
H 3.053 0.048 3.389
C 0.725 1.480 -1.417
C 1.440 2.232 -0.389
C 0.799 3.218 0.380
C 1.479 3.850 1.396
C 2.806 3.498 1.664
C 3.467 2.545 0.893
C 2.784 1.921 -0.133
C 3.503 4.124 2.761
N 4.049 4.610 3.646
H 1.335 1.003 -2.176
H -0.225 1.864 -1.772
H -0.232 3.475 0.171
H 0.994 4.611 1.991
H 4.502 2.305 1.095
H 3.282 1.182 -0.748
C 2.629 -2.600 -2.488
C 1.352 -2.616 -1.668
C 1.444 -3.561 -0.486
C 0.135 -2.905 -2.521
O 1.219 -1.250 -1.146
H 2.875 -3.615 -2.803
H 3.458 -2.220 -1.892
H 2.522 -1.983 -3.380
H 1.342 -4.588 -0.839
H 0.636 -3.369 0.223
H 2.396 -3.467 0.030
H 0.326 -3.797 -3.120
H -0.082 -2.076 -3.194
H -0.738 -3.098 -1.898